(1)
{"formula": "H10O5Xe", "method": "ωB97M-V/def2-TZVPD", "elements": ["Xe", "O", "H", "H", "O", "H", "H", "O", "H", "H", "O", "H", "H", "O", "H", "H"], "xyz": [[1.528, -0.869, -0.415], [-1.405, -0.056, -1.945], [-0.715, 0.605, -1.888], [-1.706, -0.168, -1.043], [0.347, 2.568, -1.315], [1.142, 2.528, -0.784], [-0.345, 2.797, -0.694], [-2.014, -0.236, 0.897], [-1.317, -0.859, 1.107], [-2.808, -0.635, 1.253], [-1.326, -3.290, -0.230], [-1.257, -3.645, -1.117], [-2.239, -3.013, -0.154], [4.012, 1.809, 2.043], [4.772, 1.243, 1.910], [3.332, 1.223, 2.376]], "atomic_forces_ev_per_a": [[0.16, -0.07, 0.09], [-0.17, -0.23, -0.57], [0.24, 0.39, -0.05], [-0.18, 0.00, 0.45], [-0.08, -0.16, -0.28], [0.30, -0.01, 0.12], [-0.26, 0.10, 0.16], [-0.06, 0.22, -0.08], [0.37, -0.28, 0.03], [-0.29, 0.00, 0.12], [0.15, 0.00, 0.38], [0.09, -0.01, -0.28], [-0.24, 0.06, -0.07], [-0.06, 0.25, -0.06], [0.22, -0.12, -0.06], [-0.20, -0.14, 0.10]], "nbo_charge": [0.001, -0.974, 0.478, 0.481, -0.946, 0.475, 0.474, -0.949, 0.485, 0.475, -0.944, 0.478, 0.466, -0.936, 0.469, 0.467], "homo_ha": -0.384, "de_lowest_kj_mol": 0.0}



(2)
{"formula": "H11NO4", "method": "ωB97M-V/def2-TZVPD", "elements": ["N", "H", "H", "H", "H", "H", "O", "H", "H", "O", "H", "H", "O", "H", "H", "O"], "xyz": [[1.280, 1.113, -3.728], [2.179, 1.545, -3.799], [0.686, 0.857, -4.493], [0.696, 1.528, -3.029], [-1.222, -0.585, 1.970], [0.133, -0.395, 1.539], [-0.634, 0.159, 1.761], [-0.227, -2.676, 0.926], [-0.074, -4.064, 1.364], [-0.541, -3.264, 1.628], [0.981, -0.521, -2.211], [-0.098, -0.775, -1.170], [0.851, -0.858, -1.310], [-1.401, 2.126, 1.845], [-0.067, 2.717, 1.930], [-0.982, 3.000, 1.834]], "atomic_forces_ev_per_a": [[-0.83, -0.99, 1.20], [-0.07, 0.14, -0.71], [0.70, 0.31, -0.74], [0.09, 0.48, 0.32], [-0.47, 0.53, 0.27], [0.36, 0.82, -0.08], [0.11, -1.56, -0.15], [-0.21, 0.13, 0.13], [-0.12, -0.34, 0.35], [0.39, 0.25, -0.61], [0.27, 0.09, 0.04], [0.01, 0.07, 0.02], [-0.27, -0.09, -0.01], [-0.11, 0.30, -0.07], [0.17, 0.30, 0.01], [-0.03, -0.44, 0.04]], "nbo_charge": [-1.125, 0.389, 0.380, 0.368, 0.477, 0.477, -0.951, 0.462, 0.474, -0.936, 0.495, 0.461, -0.969, 0.480, 0.463, -0.944], "homo_ha": -0.381, "de_lowest_kj_mol": 118.4, "smiles": "N.O.O.O.O"}



(3)
{"formula": "H11O5", "method": "ωB97M-V/def2-TZVPD", "elements": ["O", "H", "H", "H", "O", "H", "H", "O", "H", "H", "O", "H", "H", "O", "H", "H"], "xyz": [[0.179, -0.368, -1.186], [-0.166, -0.872, -0.686], [-0.420, 0.387, -1.076], [1.077, -0.071, -0.707], [-1.451, -2.110, 0.077], [-1.062, -2.955, 0.367], [-1.955, -1.865, 0.822], [2.512, -0.897, 0.329], [2.946, -0.101, 0.482], [2.498, -1.074, 1.209], [-2.023, 1.082, -0.894], [-1.934, 2.050, -0.903], [-2.932, 0.972, -0.803], [0.748, 1.718, 0.672], [0.476, 2.602, 0.870], [1.507, 1.501, 1.426]], "atomic_forces_ev_per_a": [[10.06, 11.77, -9.32], [-7.64, -12.47, 10.93], [-1.11, 1.25, -0.48], [-1.64, -1.04, -0.93], [1.44, -0.88, -0.89], [-0.14, 0.26, -0.43], [-1.16, 0.69, 1.35], [-1.13, -0.18, -3.62], [1.92, 2.88, -0.98], [-0.82, -2.44, 4.41], [2.62, 1.32, -0.18], [0.13, -0.32, -0.05], [-2.55, -0.83, 0.17], [3.38, -2.07, 2.62], [-0.18, 0.97, 0.28], [-3.19, 1.11, -2.89]], "nbo_charge": [-0.707, 0.496, 0.556, 0.571, -0.965, 0.493, 0.484, -0.909, 0.467, 0.475, -0.962, 0.493, 0.502, -0.982, 0.496, 0.490], "homo_ha": -0.590, "de_lowest_kj_mol": 318.4, "charge": 1}



(4)
{"formula": "H11O5", "method": "ωB97M-V/def2-TZVPD", "elements": ["O", "H", "H", "H", "O", "H", "H", "O", "H", "H", "O", "H", "H", "O", "H", "H"], "xyz": [[12.051, 20.776, 20.309], [11.829, 20.455, 21.111], [11.212, 21.171, 20.035], [12.707, 21.421, 20.498], [11.217, 19.046, 22.073], [11.408, 19.009, 22.936], [10.339, 18.695, 22.272], [9.796, 21.490, 19.305], [9.047, 21.723, 19.826], [9.668, 22.041, 18.646], [14.775, 20.727, 21.314], [15.309, 21.236, 20.561], [14.962, 19.833, 21.400], [12.325, 23.333, 21.526], [12.300, 24.260, 21.359], [12.893, 22.814, 22.370]], "atomic_forces_ev_per_a": [[1.15, 0.21, -4.10], [-1.26, -3.32, 5.28], [-1.63, 1.18, -1.51], [1.69, 1.89, 0.03], [-2.04, -0.05, -3.76], [2.84, 0.26, 5.45], [-0.78, -0.12, -1.51], [1.25, -3.93, 4.63], [-1.00, -0.19, 1.35], [-0.24, 4.16, -5.83], [0.03, 5.10, -2.27], [-1.38, -2.45, 2.58], [1.15, -2.49, -0.36], [1.61, -5.24, 2.63], [0.85, 1.15, 0.97], [-2.26, 3.83, -3.58]], "nbo_charge": [-0.734, 0.533, 0.544, 0.558, -0.943, 0.473, 0.493, -0.917, 0.495, 0.484, -0.997, 0.510, 0.493, -1.043, 0.516, 0.533], "homo_ha": -0.572, "de_lowest_kj_mol": 307.4, "charge": 1}



(5)
{"formula": "H11O5S", "method": "ωB97M-V/def2-TZVPD", "elements": ["S", "H", "H", "H", "O", "H", "H", "O", "H", "H", "O", "H", "H", "O", "H", "H", "O"], "xyz": [[1.223, 1.869, -2.171], [1.450, 1.215, -1.056], [-1.552, -1.467, 1.245], [-0.327, -2.371, 0.809], [-1.259, -2.372, 1.029], [-1.591, 0.288, -0.064], [-1.984, 1.138, 1.227], [-1.746, 0.269, 0.906], [-0.756, 1.290, -1.874], [-1.589, 0.239, -2.492], [-1.536, 0.722, -1.658], [1.491, -0.090, 2.282], [1.681, 0.913, 1.037], [2.007, 0.595, 1.865], [2.275, -0.714, -0.370], [0.814, -0.691, -0.737], [1.400, -0.833, 0.023]], "atomic_forces_ev_per_a": [[0.44, 0.76, -0.92], [0.17, -0.30, 0.72], [0.51, -0.20, -0.17], [0.10, 0.39, 0.13], [-0.49, -0.45, 0.05], [-0.44, 0.38, 0.56], [-0.04, 0.13, -0.22], [0.27, -0.30, 0.16], [-0.65, -0.09, 0.53], [-0.54, -0.36, 0.16], [0.76, 0.29, -1.13], [-0.62, -0.03, -0.70], [-0.90, -0.55, 0.02], [1.87, 1.31, 1.86], [0.19, -0.30, 0.33], [-0.24, -0.46, 0.24], [-0.40, -0.23, -1.61]], "nbo_charge": [-0.033, 0.085, 0.501, 0.468, -0.986, 0.503, 0.481, -1.001, 0.460, 0.483, -0.969, 0.489, 0.469, -0.959, 0.475, 0.466, -0.930], "spin_multiplicity": 2, "homo_ha": [-0.382, -0.382], "de_lowest_kj_mol": 86.0, "s_squared": 0.7526}



(6)
{"formula": "H12IO6", "method": "ωB97M-V/def2-TZVPD", "elements": ["I", "O", "H", "H", "O", "H", "H", "O", "H", "H", "O", "H", "H", "O", "H", "H", "O", "H", "H"], "xyz": [[-3.784, -12.688, 8.855], [-1.737, -12.676, 5.785], [-2.031, -12.825, 6.700], [-2.012, -11.770, 5.613], [-5.251, -16.003, 8.122], [-5.160, -15.040, 8.181], [-4.404, -16.317, 8.451], [-6.526, -11.511, 6.759], [-6.085, -11.943, 6.021], [-5.977, -11.766, 7.519], [-1.254, -10.181, 9.923], [-1.581, -11.071, 9.729], [-2.027, -9.740, 10.290], [-5.005, -12.686, 12.329], [-5.386, -11.853, 12.036], [-4.629, -13.045, 11.510], [-3.563, -9.250, 7.555], [-3.413, -10.185, 7.783], [-4.156, -9.289, 6.799]], "atomic_forces_ev_per_a": [[0.04, -0.06, 0.01], [0.01, 0.02, 0.11], [-0.06, -0.03, -0.16], [0.03, 0.01, 0.03], [-0.02, -0.01, -0.01], [0.03, -0.02, 0.02], [0.00, 0.03, 0.00], [0.04, 0.05, -0.02], [0.00, -0.05, 0.03], [0.01, 0.03, -0.04], [0.07, -0.09, 0.12], [-0.04, 0.07, -0.05], [-0.03, 0.01, -0.09], [-0.02, -0.05, -0.03], [0.02, -0.01, -0.02], [0.01, 0.08, 0.05], [0.14, -0.16, -0.17], [-0.10, 0.23, 0.11], [-0.12, -0.04, 0.10]], "nbo_charge": [-0.939, -0.964, 0.491, 0.463, -0.963, 0.491, 0.463, -0.969, 0.463, 0.493, -0.959, 0.486, 0.467, -0.963, 0.464, 0.491, -0.965, 0.489, 0.462], "homo_ha": -0.208, "de_lowest_kj_mol": 11.9, "charge": -1}



(7)
{"formula": "H12LiO6", "method": "ωB97M-V/def2-TZVPD", "elements": ["Li", "O", "H", "H", "O", "H", "H", "O", "H", "H", "O", "H", "H", "O", "H", "H", "O", "H", "H"], "xyz": [[-0.180, 0.054, 0.013], [0.442, 1.261, -0.219], [1.216, 1.642, 0.195], [0.015, 1.999, -0.654], [-0.584, -1.364, 0.199], [-0.512, -2.164, -0.321], [-1.332, -1.520, 0.776], [-0.793, 0.157, -1.397], [-0.113, -0.237, -1.943], [-1.497, -0.492, -1.383], [-1.144, 0.625, 0.903], [-1.350, 1.554, 0.798], [-1.483, 0.401, 1.769], [0.791, -0.235, 1.304], [1.497, 0.356, 1.567], [0.137, -0.152, 1.998], [1.434, -0.839, -0.937], [2.220, -0.311, -0.798], [1.237, -0.734, -1.868]], "atomic_forces_ev_per_a": [[2.45, -5.20, -1.01], [7.05, 11.73, -2.56], [0.20, 0.53, 0.01], [0.16, 0.41, -0.65], [-3.41, -8.39, 0.73], [0.31, -0.52, 0.08], [-0.35, -0.56, 0.10], [-3.81, 0.27, -6.37], [-0.76, 0.42, -0.37], [-0.47, 0.03, -0.47], [-8.64, 3.73, 5.61], [-0.41, 0.24, 0.23], [-0.90, 0.11, 0.28], [4.47, -1.00, 4.55], [0.43, -0.07, 0.69], [0.92, -0.25, 0.54], [1.16, -1.06, -0.83], [0.41, -0.08, -0.12], [1.18, -0.34, -0.43]], "nbo_charge": [0.768, -0.939, 0.482, 0.497, -0.942, 0.504, 0.485, -0.926, 0.466, 0.495, -0.948, 0.510, 0.483, -0.907, 0.464, 0.474, -0.897, 0.488, 0.445], "homo_ha": -0.546, "de_lowest_kj_mol": 1036.7, "charge": 1}



(8)
{"formula": "H12MnO6", "method": "ωB97M-V/def2-TZVPD", "elements": ["Mn", "O", "H", "H", "O", "H", "H", "O", "H", "H", "O", "H", "H", "O", "H", "H", "O", "H", "H"], "xyz": [[0.197, -0.044, -0.092], [1.705, -0.913, -1.349], [1.554, -0.702, -2.270], [1.818, -1.931, -1.366], [-0.167, 1.615, -1.540], [-1.025, 1.270, -1.829], [-0.460, 2.433, -1.160], [0.328, -1.508, 1.652], [-0.451, -1.603, 2.123], [0.451, -2.390, 1.359], [1.745, 1.128, 0.910], [1.489, 1.824, 1.525], [2.633, 0.942, 1.069], [-1.378, 1.080, 0.993], [-1.466, 1.086, 1.979], [-1.693, 2.000, 0.792], [-1.450, -1.196, -0.892], [-2.373, -1.023, -0.532], [-1.466, -2.059, -1.381]], "atomic_forces_ev_per_a": [[0.63, 0.20, 0.57], [-0.11, -2.79, 0.35], [0.22, 0.34, -0.75], [0.05, 2.28, 0.09], [-0.60, -1.22, 0.02], [0.02, -0.13, -0.79], [0.41, 1.34, 0.27], [1.80, 1.52, -1.57], [-2.65, 0.04, 2.01], [0.78, -1.66, -0.50], [-2.80, 0.57, -0.42], [0.16, 0.10, 0.08], [2.62, -0.59, 0.37], [-0.58, 1.47, 1.28], [0.07, -0.34, -0.84], [0.25, -1.09, -0.03], [-1.52, -0.57, 0.04], [1.45, -0.52, -0.73], [-0.22, 1.04, 0.54]], "nbo_charge": [1.628, -0.982, 0.523, 0.530, -0.937, 0.497, 0.504, -0.942, 0.499, 0.504, -0.980, 0.518, 0.526, -1.004, 0.531, 0.525, -1.023, 0.541, 0.543], "spin_multiplicity": 6, "homo_ha": [-0.686, -0.756], "de_lowest_kj_mol": 104.8, "s_squared": 8.7516, "charge": 2}



(9)
{"formula": "H12NO9", "method": "ωB97M-V/def2-TZVPD", "elements": ["N", "O", "O", "O", "O", "H", "H", "O", "H", "H", "O", "H", "H", "O", "H", "H", "O", "H", "H", "O", "H", "H"], "xyz": [[-0.017, 0.044, 0.662], [-0.288, 0.889, -0.136], [0.160, 0.378, 1.759], [0.029, -1.171, 0.227], [-2.453, 2.350, -0.995], [-3.334, 2.026, -1.097], [-1.828, 1.830, -0.538], [1.556, -3.390, -1.180], [1.954, -2.572, -1.114], [0.792, -3.081, -1.702], [0.685, 1.528, -2.602], [0.489, 1.274, -1.726], [1.498, 2.006, -2.471], [0.739, 3.355, 1.609], [0.709, 2.478, 1.339], [1.525, 3.715, 1.295], [-2.617, -1.568, 0.154], [-1.630, -1.625, 0.285], [-2.783, -0.984, 0.832], [1.493, -2.541, 2.134], [1.127, -1.920, 1.554], [2.196, -3.024, 1.713]], "atomic_forces_ev_per_a": [[-0.47, -3.09, -3.18], [-0.91, 3.10, -3.76], [1.33, -0.10, 5.97], [0.68, 0.38, 1.14], [-0.59, 2.66, -1.29], [-0.22, -0.96, 0.36], [0.64, -1.60, 0.86], [-1.81, -2.02, -1.12], [1.87, 2.75, 0.77], [-0.06, -0.73, 0.37], [0.58, 0.42, -1.81], [-1.06, -0.84, 1.81], [0.52, 0.41, -0.29], [-1.80, 1.91, 1.72], [-0.33, -2.73, -0.77], [2.04, 0.89, -0.87], [1.55, -1.98, -1.73], [-0.70, -0.31, -0.79], [-1.29, 2.19, 2.43], [0.99, -1.64, 2.63], [-1.05, 1.35, -1.93], [0.08, -0.04, -0.53]], "nbo_charge": [0.744, -0.572, -0.445, -0.631, -0.979, 0.466, 0.499, -0.931, 0.461, 0.472, -0.948, 0.486, 0.443, -0.940, 0.483, 0.449, -0.968, 0.488, 0.445, -0.968, 0.489, 0.457], "homo_ha": -0.238, "de_lowest_kj_mol": 157.8, "charge": -1}



(10)
{"formula": "H12NO9", "method": "ωB97M-V/def2-TZVPD", "elements": ["N", "O", "O", "O", "O", "H", "H", "O", "H", "H", "O", "H", "H", "O", "H", "H", "O", "H", "H", "O", "H", "H"], "xyz": [[-0.069, 0.136, 0.117], [-0.360, 0.859, -0.854], [0.922, -0.610, 0.064], [-0.755, 0.170, 1.158], [2.266, 1.823, -1.920], [1.535, 1.638, -1.311], [2.372, 2.777, -1.886], [2.280, -1.988, -2.173], [2.033, -1.254, -1.591], [1.534, -2.589, -2.110], [0.824, -2.492, 2.391], [1.501, -1.948, 2.800], [0.493, -1.930, 1.672], [-1.491, 0.020, -3.331], [-1.212, 0.207, -2.418], [-0.665, 0.024, -3.823], [-3.551, 0.530, 1.040], [-4.032, -0.074, 0.468], [-2.613, 0.271, 0.946], [0.010, 1.399, 3.758], [-0.804, 1.684, 4.182], [-0.220, 1.347, 2.819]], "atomic_forces_ev_per_a": [[0.25, -0.04, 0.09], [-0.04, 0.21, -0.05], [0.00, -0.08, 0.00], [-0.13, -0.06, 0.04], [0.09, 0.14, 0.09], [-0.15, -0.19, -0.22], [0.00, 0.00, 0.00], [0.08, 0.03, -0.12], [-0.07, -0.05, 0.04], [-0.03, 0.03, 0.08], [-0.11, -0.13, -0.06], [-0.02, 0.09, 0.00], [0.18, 0.02, 0.12], [-0.06, -0.08, 0.01], [0.03, 0.09, -0.11], [0.05, 0.00, 0.04], [0.06, -0.18, -0.03], [0.01, 0.01, -0.02], [-0.12, 0.29, 0.10], [0.04, 0.25, 0.04], [-0.03, -0.04, -0.01], [0.00, -0.31, -0.02]], "nbo_charge": [0.725, -0.558, -0.533, -0.564, -0.954, 0.490, 0.454, -0.965, 0.498, 0.461, -0.968, 0.463, 0.494, -0.973, 0.494, 0.464, -0.973, 0.455, 0.497, -0.958, 0.459, 0.493], "homo_ha": -0.248, "de_lowest_kj_mol": 16.3, "charge": -1}